1.
DFT (ωB97M-V/def2-TZVPD) results for 15 unconnected molecules or ions with the total composition C31H53N15O22 at a distorted geometry.

gap between HOMO and LUMO	9.626	eV

Each line ends with the Löwdin charge.
Geometry (Å):
1 O -1.357 1.805 6.953  0.076
2 O -1.981 -3.558 -6.241  0.079
3 O -3.439 -1.355 4.197  0.036
4 O -0.175 -0.975 6.013  0.019
5 O -2.905 -0.466 -3.804  0.066
6 O 0.010 -0.964 3.853  0.049
7 O -4.383 -0.314 -2.258  0.037
8 O 2.307 3.598 -0.283  0.039
9 O 2.935 -2.239 2.852  0.075
10 O -2.279 -1.472 -6.563  0.020
11 O 0.566 3.589 -4.530  0.066
12 O 3.139 -3.472 -5.114  0.072
13 O 2.313 5.666 0.171  0.083
14 O 0.478 1.778 -3.414  0.030
15 O 3.369 -1.652 0.845  0.033
16 O -3.375 -3.265 3.251  0.065
17 O 6.402 1.830 -1.902  0.048
18 O -3.303 -3.431 -2.902  0.051
19 O 2.390 -2.708 -3.307  0.043
20 O -1.721 1.551 4.849  0.062
21 O -1.254 -3.101 -2.224  0.050
22 O 7.107 0.003 -2.751  0.067
23 N 2.801 -2.357 1.677  -0.447
24 N -3.283 -2.544 4.227  -0.437
25 N 2.559 4.754 -0.557  -0.465
26 N 6.422 0.617 -1.960  -0.443
27 N 0.440 2.398 -4.433  -0.448
28 N -2.658 -2.597 -6.208  -0.443
29 N 0.372 -0.598 4.962  -0.399
30 N 3.208 2.035 -3.581  0.070
31 N -7.363 -2.660 1.039  0.055
32 N -2.071 1.641 5.985  -0.455
33 N -0.497 -0.810 0.580  0.083
34 N 3.874 2.299 5.969  0.052
35 N -2.437 -3.347 -2.046  -0.429
36 N -3.326 -0.002 -2.785  -0.416
37 N 2.220 -3.216 -4.384  -0.466
38 C -1.320 -0.150 1.447  -0.167
39 C 0.286 1.353 -0.085  -0.103
40 C 3.280 4.918 -1.804  0.047
41 C 1.453 0.419 5.138  0.043
42 C -7.043 -2.593 2.388  -0.127
43 C 0.218 0.015 -0.179  -0.192
44 C -4.135 -2.754 -5.986  0.042
45 C 0.850 -3.562 -4.819  0.031
46 C -2.809 -3.641 -0.652  0.057
47 C 2.874 3.143 6.337  -0.188
48 C 1.771 -3.295 1.149  0.047
49 C 4.484 2.552 4.797  -0.162
50 C 3.283 4.559 4.478  -0.038
51 C -3.507 1.419 6.176  0.050
52 C -6.115 -0.706 0.687  -0.102
53 C 5.578 -0.024 -0.936  0.021
54 C -2.539 1.106 -2.077  0.074
55 C 4.946 1.842 -5.171  -0.071
56 C 3.344 0.734 -3.363  -0.169
57 C -6.960 -1.690 0.253  -0.188
58 C 4.253 3.656 4.002  -0.055
59 C 2.474 4.219 5.617  -0.068
60 C 0.280 1.624 -5.724  0.076
61 C -5.713 -0.683 1.978  -0.092
62 C 5.027 0.465 -4.994  -0.058
63 C -6.285 -1.574 2.904  -0.091
64 C -2.915 -3.154 5.523  0.044
65 C 3.980 2.547 -4.542  -0.165
66 C -1.397 1.201 1.521  -0.098
67 C -0.525 2.048 0.823  -0.013
68 C 4.186 -0.068 -4.070  -0.102
69 H 2.839 4.174 -2.382  0.039
70 H 5.498 2.286 -5.970  0.100
71 H 0.847 -2.764 1.319  0.065
72 H -3.864 -3.351 -0.581  0.108
73 H -0.530 3.114 0.855  0.104
74 H 0.408 -4.179 -4.018  0.094
75 H 5.788 0.360 0.107  0.127
76 H -3.452 -2.742 6.368  0.094
77 H 0.282 -2.568 -4.825  0.123
78 H 5.743 -0.200 -5.506  0.130
79 H 0.805 -4.101 -5.751  0.088
80 H 4.169 -1.114 -3.840  0.089
81 H -0.353 0.810 -5.457  0.072
82 H -3.640 0.330 6.233  0.102
83 H -5.605 0.011 -0.021  0.111
84 H 0.898 1.315 5.234  0.064
85 H -5.165 0.148 2.376  0.096
86 H -2.436 0.902 -0.996  0.080
87 H -2.712 -4.702 -0.558  0.096
88 H 0.895 1.891 -0.807  0.078
89 H -2.953 2.092 -2.300  0.106
90 H -7.427 -3.420 2.952  0.093
91 H 4.295 4.577 -1.501  0.132
92 H 0.786 -0.452 -1.041  0.127
93 H -1.823 -3.071 5.705  0.101
94 H -7.260 -1.672 -0.832  0.124
95 H 5.181 1.779 4.607  0.092
96 H -1.945 -0.769 2.133  0.100
97 H -4.446 -1.773 -5.641  0.081
98 H 1.932 -3.500 0.115  0.080
99 H 5.644 -1.117 -0.983  0.099
100 H -3.806 2.097 6.952  0.096
101 H -3.964 1.785 5.278  0.090
102 H 3.737 3.571 -4.895  0.122
103 H 2.036 0.054 6.018  0.119
104 H 2.116 0.366 4.285  0.091
105 H 1.606 4.818 5.890  0.105
106 H 2.322 2.824 7.218  0.107
107 H 1.855 -4.261 1.742  0.123
108 H 2.752 0.354 -2.511  0.111
109 H -2.112 1.573 2.223  0.086
110 H -2.051 -3.177 -0.036  0.081
111 H 4.747 3.738 3.045  0.101
112 H -4.611 -3.077 -6.949  0.120
113 H -1.524 1.045 -2.500  0.066
114 H -4.293 -3.426 -5.141  0.075
115 H 2.891 5.344 3.888  0.085
116 H 3.140 5.892 -2.253  0.106
117 H 4.538 0.171 -1.154  0.063
118 H 1.244 1.215 -6.052  0.106
119 H -0.197 2.220 -6.463  0.084
120 H -3.147 -4.223 5.441  0.099
121 H -6.089 -1.576 3.991  0.103


2.
DFT (ωB97M-V/def2-TZVPD) results for 2 unconnected molecules or ions with the total composition C4H15N2O at a distorted geometry.

ΔE to the lowest compared entry with this formula, charge and spin	45.2	kcal/mol
charge	+1
gap between HOMO and LUMO	11.795	eV

Each line ends with the Löwdin charge.
Geometry (Å):
1 O -0.418 4.141 0.279  -0.086
2 N 2.392 -1.218 -0.619  0.026
3 N -0.122 -0.106 -0.443  -0.050
4 C 1.196 -2.115 -0.491  -0.217
5 C -0.150 -1.480 -1.008  -0.105
6 C -2.067 0.500 0.987  -0.032
7 C -0.465 0.175 0.947  -0.147
8 H 0.263 0.947 1.280  0.135
9 H -0.267 -1.381 -2.068  0.120
10 H -2.406 1.406 1.492  0.075
11 H -0.787 5.031 0.252  0.038
12 H 3.084 -1.424 0.042  0.067
13 H -0.940 -2.176 -0.662  0.145
14 H 0.947 0.112 -0.406  0.156
15 H -2.639 0.627 0.058  0.077
16 H -2.503 -0.344 1.501  0.061
17 H -0.472 0.676 -1.087  0.215
18 H 1.376 -3.069 -1.089  0.140
19 H 2.665 -1.552 -1.525  0.082
20 H 1.044 -2.447 0.547  0.113
21 H 0.515 4.421 0.439  0.055
22 H -0.245 -0.723 1.572  0.130


3.
DFT (ωB97M-V/def2-TZVPD) results for 4 unconnected molecules or ions with the total composition C13H26Br6O4.

structure (SMILES)	COCCCCCOC(=O)O.BrCCBr.BrCCBr.BrCCBr
gap between HOMO and LUMO	9.642	eV

Each line ends with the Löwdin charge.
Geometry (Å):
1 Br -0.193 0.769 -2.878  0.703
2 Br -0.610 4.500 3.271  0.601
3 Br 3.880 1.763 -2.278  0.647
4 Br 1.039 -2.732 -3.161  0.628
5 Br 0.716 1.085 3.508  0.771
6 Br 4.708 -0.571 -5.021  0.634
7 O -3.784 -2.460 1.256  0.146
8 O 0.779 -1.682 1.529  -0.224
9 O -5.298 -2.822 -0.385  0.122
10 O -4.706 -0.757 0.113  0.027
11 C 5.451 0.646 -2.528  -0.686
12 C 0.621 -1.435 -4.547  -0.690
13 C 1.026 -0.038 -4.165  -0.708
14 C 0.067 -1.274 0.365  -0.230
15 C 5.873 0.582 -3.972  -0.687
16 C -0.561 0.121 0.528  -0.228
17 C -0.054 -2.317 2.481  -0.122
18 C -4.516 -2.038 0.406  -0.623
19 C -4.395 0.163 1.176  -0.140
20 C -2.044 0.208 0.085  -0.201
21 C 0.979 2.591 4.710  -0.680
22 C -2.904 0.483 1.327  -0.161
23 C -0.277 3.412 4.848  -0.701
24 H -0.443 -1.519 -4.741  0.049
25 H -2.305 -0.733 -0.396  0.095
26 H -2.169 1.004 -0.652  0.085
27 H -4.785 -0.236 2.112  0.128
28 H -0.169 -3.378 2.236  0.091
29 H -4.969 1.061 0.951  0.125
30 H 0.050 0.857 0.007  0.071
31 H -0.697 -2.021 0.120  0.116
32 H 1.808 3.166 4.312  0.049
33 H 5.206 -0.331 -2.125  0.054
34 H -1.056 -1.876 2.506  0.074
35 H -2.770 1.529 1.603  0.118
36 H -4.747 -3.215 -1.074  0.126
37 H -0.494 0.352 1.592  -0.029
38 H 0.815 -1.240 -0.428  0.079
39 H 1.257 2.168 5.673  0.057
40 H -2.520 -0.151 2.127  0.095
41 H 6.865 0.145 -4.057  0.058
42 H 0.397 -2.203 3.466  0.075
43 H 1.180 -1.757 -5.423  0.054
44 H 0.990 0.609 -5.039  0.062
45 H 6.233 1.103 -1.927  0.058
46 H 2.014 0.008 -3.723  -0.040
47 H -0.188 4.112 5.675  0.056
48 H 5.859 1.555 -4.450  0.050
49 H -1.157 2.792 4.987  0.048


4.
DFT (ωB97M-V/def2-TZVPD) results for a molecular structure, C27H28BN5O6RhS2.

ΔE to the lowest compared entry with this formula, charge and spin	11.7	kcal/mol
charge	-1
gap between HOMO and LUMO	6.801	eV

Each line ends with the Löwdin charge.
Geometry (Å):
1 Rh 0.409 0.026 -0.623  0.668
2 S 3.960 -0.920 -1.419  0.616
3 S -0.876 -1.422 -1.851  0.724
4 O -1.578 -0.430 2.548  0.036
5 O 4.840 -0.061 -2.173  -0.324
6 O -1.356 0.813 -0.089  -0.266
7 O -0.583 -2.675 0.951  0.115
8 O 1.572 -1.956 1.420  0.137
9 O 4.540 -1.655 -0.321  -0.307
10 N 3.958 1.582 0.089  0.141
11 N 1.579 1.532 0.104  -0.016
12 N 2.155 -5.013 -5.349  0.080
13 N 2.616 -0.111 -0.964  -0.139
14 N -2.429 0.049 -0.293  -0.179
15 C 1.714 -3.692 -3.361  -0.027
16 C -3.548 0.393 0.379  -0.031
17 C 4.729 -5.879 -0.287  -0.043
18 C 0.560 0.436 3.054  -0.022
19 C -3.572 -1.717 -1.347  -0.087
20 C 1.529 2.674 0.759  -0.135
21 C 2.531 -4.012 -4.440  -0.328
22 C -4.716 -0.288 0.193  -0.068
23 C 0.297 -3.695 0.775  -0.225
24 C 1.590 -3.270 1.084  -0.204
25 C 2.453 -5.452 0.670  -0.177
26 C 2.793 1.018 -0.252  -0.467
27 C 3.649 -6.406 0.667  -0.561
28 C 0.066 -4.989 0.380  0.010
29 C 4.165 -2.429 -3.640  -0.062
30 C 2.689 3.349 1.099  -0.073
31 C 3.334 -2.107 -2.574  -0.274
32 C 4.228 -6.492 2.086  -0.054
33 C 2.119 -2.749 -2.433  -0.086
34 C 3.882 2.726 0.748  -0.138
35 C 1.165 -5.860 0.338  -0.043
36 C -2.372 -1.013 -1.134  -0.619
37 C 3.766 -3.373 -4.568  -0.041
38 C -4.727 -1.366 -0.702  -0.084
39 C 3.271 -7.817 0.219  -0.080
40 C -0.386 -0.464 2.277  -0.325
41 C 2.669 -4.115 1.039  0.054
42 B 0.220 -1.528 1.244  -0.642
43 H 2.527 -8.266 0.880  0.080
44 H 3.475 -6.862 2.786  0.087
45 H 5.039 -4.865 -0.032  0.078
46 H 0.540 3.037 1.016  0.117
47 H 1.489 -2.519 -1.590  0.043
48 H -5.635 -1.932 -0.867  0.100
49 H 4.414 -3.624 -5.400  0.104
50 H 1.605 0.263 2.799  0.075
51 H 0.984 -6.884 0.041  0.089
52 H 2.877 -7.818 -0.800  0.083
53 H 1.162 -5.181 -5.377  0.079
54 H 0.401 0.251 4.118  0.084
55 H -3.531 -2.559 -2.023  0.102
56 H 5.109 -1.913 -3.753  0.109
57 H 0.756 -4.183 -3.232  0.110
58 H 2.531 -4.888 -6.276  0.077
59 H 4.356 -5.862 -1.311  0.087
60 H 5.085 -7.170 2.107  0.078
61 H 2.668 4.288 1.632  0.087
62 H 3.652 -3.724 1.268  0.119
63 H -3.408 1.218 1.060  0.136
64 H 4.160 -8.452 0.234  0.079
65 H 0.303 1.476 2.861  0.066
66 H 4.832 3.177 1.019  0.104
67 H 5.612 -6.525 -0.252  0.080
68 H 4.560 -5.514 2.437  0.078
69 H -5.594 0.002 0.750  0.099
70 H -0.931 -5.326 0.127  0.113


5.
DFT (ωB97M-V/def2-TZVPD) results for a molecular structure, C12H14BF5N6Re at a distorted geometry.

expectation value of S²	3.794
ΔE to the lowest compared entry with this formula, charge and spin	70.2	kcal/mol
charge	+2
multiplicity	4
gap between HOMO and LUMO (alpha / beta)	6.365 / 3.535	eV

Each line ends with the Löwdin charge.
Geometry (Å):
1 Re -0.748 -1.055 0.665  1.561
2 F -0.473 0.348 3.394  0.042
3 F 2.753 0.079 1.904  0.143
4 F 2.152 0.412 3.972  0.162
5 F 0.688 -1.570 3.172  0.036
6 F 1.521 1.809 2.429  0.147
7 N 1.580 -0.407 -1.247  0.062
8 N -0.348 1.461 0.394  -0.019
9 N 0.345 1.758 -0.751  -0.040
10 N -1.652 -0.480 -0.913  -0.212
11 N 1.261 -1.029 -0.052  -0.073
12 N -0.865 0.010 -2.004  0.026
13 C -0.618 2.629 0.999  -0.085
14 C 1.721 0.492 2.673  -0.520
15 C -2.090 -1.659 2.059  -0.242
16 C 2.095 -2.093 0.112  -0.041
17 C -2.926 -0.708 -1.438  -0.019
18 C -2.900 -0.486 -2.796  0.017
19 C 0.497 3.103 -0.878  -0.017
20 C 0.405 -0.344 2.561  -0.345
21 C -0.118 3.704 0.217  0.006
22 C 2.605 -1.074 -1.799  0.101
23 C 2.941 -2.158 -0.993  0.119
24 C -1.627 -0.005 -3.099  0.013
25 B 0.575 0.644 -1.816  -0.444
26 H 3.655 -2.931 -1.180  0.147
27 H -3.052 -2.086 1.718  0.051
28 H -1.164 2.725 1.922  0.129
29 H 1.003 1.136 -2.828  0.138
30 H -1.230 0.366 -4.026  0.152
31 H -3.742 -0.983 -0.789  0.135
32 H 1.944 -2.755 0.949  0.145
33 H 0.951 3.539 -1.763  0.141
34 H -0.186 4.758 0.433  0.119
35 H -2.244 -0.931 2.862  0.041
36 H -0.484 -2.318 -0.293  0.062
37 H -1.513 -2.527 2.467  0.059
38 H 2.995 -0.746 -2.744  0.168
39 H -3.709 -0.632 -3.494  0.133


6.
DFT (ωB97M-V/def2-TZVPD) results for a molecular structure, C18H11FeNO6S4 at a distorted geometry.

expectation value of S²	6.024
charge	-2
multiplicity	5
gap between HOMO and LUMO (alpha / beta)	4.301 / 4.242	eV

Each line ends with the Löwdin charge.
Geometry (Å):
1 Fe -0.243 -1.537 -0.272  0.586
2 S 2.559 -3.513 2.171  0.363
3 S 1.713 -2.371 -1.013  0.519
4 S 4.575 -2.619 -1.546  0.885
5 S 5.337 -3.540 1.099  0.877
6 O 7.053 -3.188 -0.859  -0.126
7 O -1.370 2.313 -6.379  -0.059
8 O 0.064 -1.544 1.623  -0.139
9 O -2.218 -1.071 -0.229  -0.129
10 O -3.335 2.602 -5.338  -0.047
11 O -3.867 0.344 -0.732  0.035
12 N -0.620 -0.070 -2.063  0.035
13 C -0.807 1.214 3.828  -0.020
14 C -1.225 -1.743 3.630  0.012
15 C -1.627 1.377 -4.217  -0.091
16 C 3.576 -3.217 0.880  -1.278
17 C -0.310 0.930 -4.201  -0.007
18 C 0.037 1.231 1.568  0.014
19 C 5.901 -3.128 -0.510  -1.109
20 C -0.688 2.587 3.863  -0.090
21 C -2.760 -0.141 -0.914  -0.615
22 C 3.248 -2.777 -0.375  -1.165
23 C -2.430 1.077 -3.127  0.048
24 C 0.137 2.598 1.609  -0.057
25 C -1.896 0.334 -2.083  -0.183
26 C -0.434 0.495 2.675  -0.139
27 C -2.179 2.192 -5.453  -0.719
28 C -0.499 -0.939 2.579  -0.314
29 C -0.215 3.290 2.763  -0.073
30 C 0.157 0.227 -3.103  -0.129
31 H -3.458 1.404 -3.091  0.121
32 H -0.697 -1.690 4.581  0.092
33 H 0.330 1.139 -5.047  0.107
34 H -1.257 -2.780 3.307  0.093
35 H 1.182 -0.123 -3.041  0.085
36 H 0.486 3.142 0.741  0.113
37 H -0.963 3.129 4.761  0.099
38 H -0.138 4.368 2.795  0.101
39 H -1.185 0.690 4.693  0.106
40 H 0.305 0.681 0.660  0.103
41 H -2.241 -1.376 3.768  0.094